Entry 1:
Density functional theory data (ωB97M-V/def2-TZVPD) for 2 unconnected molecules or ions with the total composition C6H12O.

```
19
Properties=species:S:1:pos:R:3:forces:R:3:nbo_charge:R:1
C -0.18391 1.89802 -1.66521 0.031 -0.010 -0.073 -0.6424
C -0.43034 1.17964 -0.36786 0.085 -0.158 0.071 -0.2006
C 0.13206 0.03038 -0.02723 -0.064 0.236 -0.003 -0.0102
C 1.10519 -1.02542 -0.33946 0.103 -0.042 -0.189 -0.4569
C 0.40034 -0.96155 1.01843 -0.114 0.040 0.097 -0.2477
C 1.16443 -0.53108 2.25192 0.036 0.024 0.042 -0.6013
H 0.42301 2.79649 -1.49653 -0.107 -0.111 -0.033 0.2188
H -1.12023 2.22394 -2.13272 0.125 -0.062 0.085 0.2170
H 0.34928 1.25549 -2.37179 -0.045 0.090 0.095 0.2175
H -1.10173 1.66105 0.34536 0.100 -0.071 -0.075 0.2017
H 2.15997 -0.75789 -0.38960 -0.158 -0.037 0.045 0.2193
H 0.80939 -1.83168 -1.00766 0.030 0.137 0.077 0.2314
H -0.35268 -1.73686 1.16701 0.122 0.151 -0.016 0.2265
H 1.86716 0.27200 2.00221 -0.081 -0.139 0.014 0.2092
H 1.73146 -1.36222 2.68482 -0.092 0.095 -0.054 0.2110
H 0.48469 -0.14215 3.01772 0.084 -0.077 -0.092 0.2115
O -2.52903 -1.30685 -1.13456 -0.076 0.087 0.069 -0.9477
H -3.08595 -1.01561 -0.40316 0.023 -0.092 -0.098 0.4643
H -1.82311 -0.64569 -1.15168 -0.002 -0.062 0.038 0.4789
```
Positions in Å, forces in eV/Å.

Values from the calculation:
Structure (SMILES) = C/C=C1\C[C@H]1C.O
LUMO = 0.93 eV
Largest force on an atom = 0.24 eV/A
Gap between HOMO and LUMO = 10.420 eV
E_tot = -310.989720 Ha
Relative energy (zero: lowest compared OMol25 entry of this formula, charge and spin) = 1.893 eV

Entry 2:
Density functional theory data (ωB97M-V/def2-TZVPD) for a single C6H12O molecule.

```
19
Properties=species:S:1:pos:R:3:forces:R:3:nbo_charge:R:1
C -0.89528 2.04004 0.55432 -0.003 0.276 0.032 -0.2447
O -0.84031 0.64313 0.70216 -0.002 -0.040 0.024 -0.5531
C -0.58943 -0.06434 -0.50402 0.030 -0.122 -0.176 0.1075
C -1.60414 -1.19513 -0.60476 -0.018 -0.042 -0.016 -0.6174
C 0.83375 -0.59739 -0.53177 -0.054 -0.031 -0.119 -0.2535
C 1.95399 0.09655 0.18468 0.118 0.171 0.008 -0.4188
C 1.42697 -1.21361 0.70112 -0.010 -0.150 0.123 -0.4260
H -1.72613 2.34845 -0.10027 0.139 -0.082 0.087 0.1653
H 0.04024 2.45611 0.14934 -0.148 -0.092 0.044 0.1652
H -1.06261 2.45768 1.55037 0.026 -0.019 -0.140 0.1937
H -0.72539 0.61640 -1.36071 0.018 -0.069 0.153 0.1685
H -1.43551 -1.78748 -1.51086 -0.020 0.083 0.118 0.2069
H -2.62314 -0.79715 -0.62913 0.135 -0.045 -0.001 0.2123
H -1.51085 -1.85683 0.26256 0.008 0.099 -0.107 0.2147
H 1.09401 -1.07177 -1.47692 -0.040 0.070 0.141 0.2149
H 1.71733 0.98140 0.76830 0.016 -0.156 -0.100 0.2158
H 2.93165 0.11038 -0.28898 -0.167 -0.002 0.075 0.2129
H 0.83039 -1.17267 1.60855 0.086 -0.005 -0.158 0.2235
H 2.04430 -2.10103 0.59230 -0.113 0.156 0.012 0.2124
```
Positions in Å, forces in eV/Å.

Values from the calculation:
Structure (SMILES) = CO[C@H](C)C1CC1
LUMO = 1.18 eV
Largest force on an atom = 0.28 eV/A
Gap between HOMO and LUMO = 10.896 eV
E_tot = -311.004289 Ha
Relative energy (zero: lowest compared OMol25 entry of this formula, charge and spin) = 1.496 eV

Entry 3:
Density functional theory data (ωB97M-V/def2-TZVPD) for a single C6H12O molecule.

```
19
Properties=species:S:1:pos:R:3:forces:R:3:nbo_charge:R:1
C -2.06884 0.69700 -0.13819 -0.014 0.023 -0.020 -0.6029
C -1.13841 -0.33963 0.48953 -0.050 -0.056 0.034 -0.2458
C -0.65147 -1.38024 -0.53672 -0.286 0.016 0.058 -0.0666
O 0.55414 -0.85538 -1.05028 0.056 -0.051 -0.142 -0.5306
C 1.26791 -0.32455 0.05763 0.098 0.122 0.133 0.0945
C 2.29113 0.66584 -0.46309 0.028 -0.025 -0.010 -0.6165
C 0.18983 0.28915 0.97459 -0.011 0.025 0.007 -0.4282
H -2.99640 0.23741 -0.50123 0.157 0.065 0.071 0.2064
H -1.57694 1.18846 -0.98683 -0.074 -0.056 0.139 0.2086
H -2.33533 1.46226 0.60060 0.029 -0.072 -0.174 0.2077
H -1.66738 -0.82847 1.31371 0.090 -0.005 -0.076 0.2039
H -0.47705 -2.36234 -0.06220 -0.019 0.188 -0.077 0.1613
H -1.34917 -1.50504 -1.37374 0.155 -0.045 0.173 0.1908
H 1.77317 -1.15523 0.58396 -0.082 0.150 -0.089 0.1585
H 3.04868 0.16222 -1.06936 -0.058 0.052 0.089 0.2171
H 2.78472 1.18003 0.36823 -0.032 -0.088 -0.119 0.2094
H 1.79364 1.41073 -1.09414 0.035 -0.082 0.145 0.2126
H 0.16857 1.38023 0.85855 -0.024 -0.171 -0.009 0.2052
H 0.38921 0.07755 2.02898 0.004 0.009 -0.135 0.2149
```
Positions in Å, forces in eV/Å.

Values from the calculation:
Structure (SMILES) = C[C@H]1CO[C@@H](C)C1
LUMO = 1.13 eV
Largest force on an atom = 0.29 eV/A
Gap between HOMO and LUMO = 10.818 eV
E_tot = -311.047136 Ha
Relative energy (zero: lowest compared OMol25 entry of this formula, charge and spin) = 0.330 eV

Entry 4:
Density functional theory data (ωB97M-V/def2-TZVPD) for a single C6H12O molecule.

```
19
Properties=species:S:1:pos:R:3:forces:R:3:nbo_charge:R:1
C -0.87914 0.37252 2.40265 3.095 -1.154 -2.407 -0.6318
C -1.03114 0.10206 0.79065 -3.242 0.494 2.492 -0.4018
C 0.13120 -0.06895 -0.04404 2.435 -2.513 -1.885 -0.1782
C 1.26781 0.97563 -0.02608 -4.006 0.425 0.422 -0.6276
C -0.35400 -0.42207 -1.59797 1.177 2.347 2.682 -0.5333
C 0.74585 -1.00897 -2.41200 2.488 -3.870 0.977 0.4076
O 1.72885 -1.58679 -1.88291 -2.388 2.000 -1.464 -0.5325
H -0.32152 1.33142 2.60565 -1.725 -0.440 0.190 0.2181
H -1.85262 0.05094 2.85545 1.301 0.888 0.109 0.2346
H 0.03905 -0.34015 2.63810 -2.207 0.720 0.071 0.1989
H -1.47265 -0.92131 0.87267 -0.358 0.812 -0.601 0.1966
H -1.74303 0.78986 0.27848 -0.018 -0.255 0.787 0.1888
H 0.54355 -0.99470 0.46989 0.326 0.621 -1.315 0.1998
H 2.08165 0.41656 -0.34625 1.921 -0.200 -0.703 0.2313
H 0.89592 1.81148 -0.74216 1.263 -0.826 1.650 0.1963
H 1.26265 1.12836 1.07738 0.847 1.103 -0.948 0.2142
H -1.22064 -1.08803 -1.37802 0.301 0.670 -1.284 0.2600
H -0.47328 0.63818 -2.03326 -1.027 -1.663 0.401 0.2239
H 0.65148 -1.18602 -3.52821 -0.184 0.840 0.827 0.1351
```
Positions in Å, forces in eV/Å.

Values from the calculation:
Structure (SMILES) = CC[C@H](C)CC=O
LUMO = 0.88 eV
Largest force on an atom = 4.70 eV/A
Gap between HOMO and LUMO = 10.790 eV
E_tot = -310.955801 Ha
Relative energy (zero: lowest compared OMol25 entry of this formula, charge and spin) = 2.816 eV

Entry 5:
Density functional theory data (ωB97M-V/def2-TZVPD) for a single C6H12O molecule.

```
19
Properties=species:S:1:pos:R:3:forces:R:3:nbo_charge:R:1
C 1.09040 0.84532 1.91158 0.187 0.032 0.022 -0.6096
C -0.24957 0.27758 1.55622 0.058 0.107 0.123 -0.2043
C -0.46436 -1.09938 1.02001 0.037 -0.209 0.012 -0.4224
C -0.73418 0.08543 0.13568 0.204 0.121 -0.017 -0.2562
C 0.09072 0.24310 -1.13492 0.215 -0.159 0.204 0.0965
C -0.04381 -0.90107 -2.15725 -0.055 0.026 0.062 -0.6280
O -0.20868 1.48293 -1.75776 -0.227 0.176 -0.054 -0.7097
H 1.79810 0.74443 1.08588 0.041 -0.068 0.125 0.2044
H 1.51146 0.36129 2.79568 0.038 0.033 -0.038 0.2092
H 0.99097 1.91281 2.12206 0.076 -0.049 -0.011 0.2150
H -1.05644 0.60305 2.21396 0.178 0.059 -0.146 0.2051
H 0.45621 -1.62145 0.76208 -0.188 -0.033 -0.032 0.2085
H -1.24620 -1.74674 1.40339 0.030 0.166 -0.034 0.2191
H -1.70126 0.56057 0.09399 -0.617 -0.639 -0.539 0.2119
H 1.14967 0.31471 -0.86232 -0.071 -0.009 -0.047 0.1734
H 0.30168 -1.86516 -1.76642 -0.055 0.222 0.070 0.2106
H 0.56108 -0.66032 -3.04038 -0.112 -0.003 0.219 0.2188
H -1.07911 -1.03681 -2.49556 0.086 0.112 0.157 0.2007
H -1.16666 1.49971 -1.88592 0.175 0.116 -0.076 0.4567
```
Positions in Å, forces in eV/Å.

Values from the calculation:
Structure (SMILES) = C[C@@H]1C[C@@H]1[C@@H](C)O
LUMO = 1.07 eV
Largest force on an atom = 1.04 eV/A
Gap between HOMO and LUMO = 10.921 eV
E_tot = -311.010992 Ha
Relative energy (zero: lowest compared OMol25 entry of this formula, charge and spin) = 1.314 eV

Entry 6:
Density functional theory data (ωB97M-V/def2-TZVPD) for a single C6H12O molecule.

```
19
Properties=species:S:1:pos:R:3:forces:R:3:nbo_charge:R:1
C 0.39848 -0.97860 -2.02222 -0.079 -0.142 0.082 -0.6099
C 1.08979 -0.17265 -0.91860 -0.033 -0.445 -0.472 -0.4024
C 0.30405 1.03244 -0.43071 -0.203 -0.176 0.142 -0.3980
C -1.04574 0.68302 0.19994 -0.143 -0.078 -0.029 -0.4019
C -0.95784 -0.25835 1.39253 0.282 -0.480 0.491 -0.5295
C 0.07992 0.08709 2.43792 -0.044 0.182 -0.348 0.4484
O 0.50574 -0.69526 3.24381 0.041 -0.024 0.058 -0.5202
H 0.96007 -1.89271 -2.21279 0.082 0.019 -0.134 0.2126
H 0.35289 -0.40684 -2.94899 -0.066 0.011 -0.053 0.2026
H -0.61690 -1.30571 -1.77636 0.085 0.172 0.101 0.1978
H 2.04077 0.15751 -1.33821 0.123 0.105 0.166 0.2065
H 1.33663 -0.86131 -0.10770 -0.019 0.154 0.198 0.1981
H 0.11048 1.70256 -1.27181 0.133 0.092 0.028 0.2068
H 0.90413 1.57084 0.30511 0.063 0.162 -0.126 0.1999
H -1.68484 0.20920 -0.54852 -0.041 0.094 0.004 0.2112
H -1.55400 1.60328 0.48765 -0.003 0.096 0.057 0.2077
H -1.88539 -0.31512 1.96799 -0.250 0.189 -0.165 0.2424
H -0.77203 -1.29867 1.11160 0.086 0.063 -0.154 0.2303
H 0.43378 1.13927 2.42937 -0.013 0.006 0.155 0.0976
```
Positions in Å, forces in eV/Å.

Values from the calculation:
Structure (SMILES) = CCCCCC=O
LUMO = 1.04 eV
Largest force on an atom = 0.74 eV/A
Gap between HOMO and LUMO = 10.738 eV
E_tot = -311.038412 Ha
Relative energy (zero: lowest compared OMol25 entry of this formula, charge and spin) = 0.568 eV

Entry 7:
Density functional theory data (ωB97M-V/def2-TZVPD) for a molecular structure, C6H12O.

```
19
Properties=species:S:1:pos:R:3:forces:R:3:nbo_charge:R:1
C -1.04806 -1.86343 -0.36932 0.017 -0.037 0.021 -0.6565
C -1.05922 -0.38539 0.02131 -0.154 -0.046 -0.207 0.1055
O -1.09923 -0.27933 1.46679 -0.119 0.045 0.108 -0.5401
C 0.28860 0.07005 1.49622 0.308 0.128 0.167 -0.0595
C 0.26308 0.43466 0.00595 0.078 0.052 -0.028 -0.0882
C -0.04192 1.92015 -0.16735 -0.021 0.046 -0.005 -0.6011
C 1.44246 0.00674 -0.84940 -0.001 -0.057 -0.006 -0.6123
H -1.17980 -2.39686 0.57406 0.003 -0.220 -0.181 0.2356
H -1.87418 -2.13312 -1.03262 0.120 0.100 0.052 0.2164
H -0.11587 -2.20381 -0.82987 -0.128 0.120 0.041 0.2092
H -1.91594 0.13533 -0.42720 0.139 -0.063 0.093 0.1777
H 0.92837 -0.79759 1.72437 -0.142 0.104 -0.016 0.1647
H 0.49762 0.87470 2.20992 0.005 -0.074 -0.078 0.1774
H -0.87519 2.21337 0.48093 0.113 -0.029 -0.104 0.2191
H -0.31309 2.15360 -1.20361 0.045 -0.047 0.117 0.2075
H 0.83075 2.52643 0.10378 -0.111 -0.075 -0.063 0.2074
H 1.25663 0.20044 -1.91265 0.006 -0.032 0.144 0.2130
H 1.68270 -1.05479 -0.73149 -0.042 0.152 0.003 0.2097
H 2.33229 0.57886 -0.55981 -0.116 -0.068 -0.057 0.2145
```
Positions in Å, forces in eV/Å.

Values from the calculation:
LUMO = 0.96 eV
Largest force on an atom = 0.37 eV/A
Gap between HOMO and LUMO = 10.549 eV
E_tot = -311.014340 Ha
Relative energy (zero: lowest compared OMol25 entry of this formula, charge and spin) = 1.223 eV

Entry 8:
Density functional theory data (ωB97M-V/def2-TZVPD) for a single C6H12O molecule.

```
19
Properties=species:S:1:pos:R:3:forces:R:3:nbo_charge:R:1
C -2.69096 0.28731 -0.30157 -0.054 -0.017 -0.015 -0.6048
C -1.28646 0.58868 0.21179 0.028 0.063 0.017 -0.3930
C -0.36742 -0.63458 0.19999 0.000 -0.014 -0.107 -0.4065
C 1.00570 -0.32462 0.75216 -0.093 0.103 -0.046 -0.2456
C 2.26994 -0.93829 0.20807 0.136 -0.108 -0.091 -0.4494
C 2.01020 0.51721 0.00401 0.123 0.138 0.104 0.0808
O 1.82895 0.81831 -1.36198 -0.316 0.415 -0.014 -0.7130
H -2.66058 -0.11243 -1.32266 -0.007 0.065 0.149 0.2009
H -3.18686 -0.45819 0.33128 0.070 0.101 -0.098 0.2030
H -3.31425 1.18768 -0.31085 0.082 -0.144 -0.005 0.2119
H -1.34037 0.98770 1.23349 0.006 -0.071 -0.122 0.1994
H -0.82875 1.38634 -0.39006 -0.090 -0.078 0.079 0.1903
H -0.27545 -1.02960 -0.82109 -0.048 0.072 0.061 0.1946
H -0.82581 -1.44528 0.78367 0.107 0.116 -0.078 0.2127
H 1.00039 -0.14299 1.83061 0.121 -0.016 -0.289 0.2180
H 2.17692 -1.31103 -0.81042 0.080 -0.779 0.460 0.2245
H 3.02393 -1.37970 0.85493 -0.112 0.235 -0.139 0.2192
H 2.55610 1.30384 0.51840 -0.102 -0.191 0.000 0.1880
H 0.90475 0.69966 -1.60979 0.069 0.110 0.134 0.4688
```
Positions in Å, forces in eV/Å.

Values from the calculation:
Structure (SMILES) = CCC[C@H]1C[C@H]1O
LUMO = 1.02 eV
Largest force on an atom = 0.91 eV/A
Gap between HOMO and LUMO = 10.620 eV
E_tot = -311.006446 Ha
Relative energy (zero: lowest compared OMol25 entry of this formula, charge and spin) = 1.437 eV